Entry 1:
Molecular formula: C5H7N3O4
Method: DFT, ωB97M-V/def2-TZVPD

XYZ file:
```
19
Properties=species:S:1:pos:R:3:lowdin_charge:R:1
C -1.13 0.76 0.72 -0.002
N -0.60 -0.42 0.07 -0.059
C -1.32 -1.53 -0.06 -0.506
O -2.50 -1.62 -0.18 0.137
N -0.41 -2.60 -0.19 0.233
C 0.86 -2.20 -0.14 -0.401
O 1.86 -2.85 -0.18 0.160
C 0.73 -0.73 0.32 -0.256
O 0.97 -0.87 1.88 0.014
C 1.76 0.22 -0.36 -0.423
N 1.19 0.99 -1.36 0.190
O 2.93 0.29 -0.09 0.107
H -2.15 0.68 1.19 0.122
H -0.23 1.16 1.26 0.109
H -1.23 1.60 -0.07 0.105
H -0.64 -3.43 -0.71 0.176
H 1.81 -0.40 2.05 0.096
H 0.21 0.77 -1.65 0.124
H 1.80 1.40 -1.97 0.074
```

- Orbital gap: 10.71 eV
- Relative energy (zero: lowest compared OMol25 entry of this formula, charge and spin): 37.1 kJ/mol
- Total charge: 0
- SMILES: CN1C(=O)NC(=O)[C@@]1(O)C(N)=O
- Highest occupied orbital energy: -10.28 eV

=====

Entry 2:
Molecular formula: C5H7N3S
Method: DFT, ωB97M-V/def2-TZVPD

XYZ file:
```
16
Properties=species:S:1:pos:R:3:lowdin_charge:R:1
C -1.77 2.25 -0.60 -0.103
C -1.30 1.71 0.74 -0.277
N -0.16 0.86 0.61 0.100
C -0.07 -0.34 0.85 -0.166
N 0.23 -1.47 1.11 0.074
N 0.71 -2.64 0.90 0.045
C 1.69 -2.87 0.09 -0.212
C 2.20 -1.90 -0.80 -0.617
S 3.50 -1.99 -1.83 0.672
H -1.99 1.41 -1.18 0.064
H -2.45 3.00 -0.55 0.049
H -1.01 2.76 -1.04 0.037
H -1.02 2.75 1.26 0.153
H -2.24 1.32 1.14 0.107
H 2.10 -3.79 0.08 0.070
H 1.59 -1.06 -0.80 0.004
```

- Orbital gap: 7.37 eV
- Relative energy (zero: lowest compared OMol25 entry of this formula, charge and spin): 353.2 kJ/mol
- Total charge: 0
- SMILES: CCN=C=N/N=C\C=S
- Highest occupied orbital energy: -8.93 eV

=====

Entry 3:
Molecular formula: C5H7N4
Method: DFT, ωB97M-V/def2-TZVPD

XYZ file:
```
16
Properties=species:S:1:pos:R:3:lowdin_charge:R:1
C -0.37 1.26 -0.26 0.008
C -1.11 0.03 0.04 -0.281
C 1.97 1.15 0.23 0.048
C 2.15 -0.16 0.40 -0.056
C 1.63 -1.44 -0.13 0.012
N -0.86 -1.29 -0.11 0.099
N 0.89 1.75 -0.31 0.038
N 0.37 -1.82 -0.19 0.017
N -2.40 0.44 0.33 0.152
H -1.17 2.04 -0.50 0.159
H 2.90 -0.54 1.15 0.132
H 2.31 -2.19 -0.15 0.100
H 1.06 2.70 -0.58 0.162
H 0.36 -2.86 -0.32 0.194
H -2.46 1.24 0.89 0.101
H -2.90 -0.41 0.53 0.115
```

- Orbital gap (spin up / spin down): 7.10 / 7.02 eV
- Relative energy (zero: lowest compared OMol25 entry of this formula, charge and spin): 434.9 kJ/mol
- Total charge: +1
- Highest occupied orbital energy (spin up / spin down): -13.20 / -12.64 eV

=====

Entry 4:
Molecular formula: C5H7N4O2
Method: DFT, ωB97M-V/def2-TZVPD

XYZ file:
```
18
Properties=species:S:1:pos:R:3:mulliken_spin:R:1
C 2.32 -1.51 0.25 0.450
C 1.17 0.36 0.05 0.437
C 0.53 -0.78 -0.61 0.479
C -1.22 0.57 -1.21 0.056
C 0.58 1.64 0.03 0.125
N 1.28 -1.85 -0.50 -0.141
N 2.32 -0.17 0.57 0.163
N -0.67 -0.58 -1.18 0.001
N -0.58 1.60 -0.73 0.105
O -2.46 -0.53 1.07 0.001
O 0.84 2.73 0.52 0.341
H 3.13 -2.26 0.67 0.004
H -2.32 0.76 -1.49 -0.004
H 2.93 0.31 1.17 -0.012
H -1.29 -1.36 -1.35 -0.001
H -1.13 2.41 -0.52 -0.005
H -2.06 -0.42 2.02 0.001
H -3.36 -0.91 1.22 0.000
```

- 2S+1: 3
- Orbital gap (spin up / spin down): 5.83 / 7.68 eV
- Relative energy (zero: lowest compared OMol25 entry of this formula, charge and spin): 0.0 kJ/mol
- Total charge: +1
- Expectation value of S²: 2.042
- Highest occupied orbital energy (spin up / spin down): -9.82 / -14.76 eV

=====

Entry 5:
Molecular formula: C5H7N5O2
Method: DFT, ωB97M-V/def2-TZVPD

XYZ file:
```
19
Properties=species:S:1:pos:R:3:lowdin_charge:R:1
N -3.13 0.08 1.29 0.130
C -1.89 0.21 0.85 -0.482
N -1.09 0.71 1.74 0.160
C 0.26 0.61 1.51 -0.430
O 0.89 1.06 2.48 0.017
C 0.79 0.10 0.23 -0.128
N 2.14 0.18 0.06 0.110
C 2.85 0.47 -1.12 -0.247
O 2.51 0.14 -2.26 -0.008
C -0.20 -0.38 -0.60 -0.299
N 0.04 -0.90 -1.80 0.137
N -1.56 -0.28 -0.36 0.181
H -3.69 -0.74 1.04 0.108
H -3.00 0.21 2.35 0.161
H 2.63 0.41 0.91 0.131
H 3.91 0.57 -0.98 0.123
H -0.41 -0.51 -2.63 0.124
H 1.05 -0.95 -1.95 0.072
H -2.10 -0.99 -0.76 0.140
```

- Orbital gap: 8.55 eV
- Relative energy (zero: lowest compared OMol25 entry of this formula, charge and spin): 98.6 kJ/mol
- Total charge: 0
- SMILES: Nc1nc(=O)c(NC=O)c(N)[nH]1
- Highest occupied orbital energy: -8.16 eV

=====

Entry 6:
Molecular formula: C5H7N5S
Method: DFT, ωB97M-V/def2-TZVPD

XYZ file:
```
18
Properties=species:S:1:pos:R:3:lowdin_charge:R:1
C -0.61 2.06 0.39 -0.044
C 0.09 0.73 0.10 -0.151
C -0.54 -0.44 -0.28 -0.097
C 0.16 -1.65 -0.65 -0.518
S 0.27 -3.00 0.73 0.691
N 1.66 -1.43 -0.96 0.011
N 2.24 -0.39 -0.24 -0.099
N 3.59 -0.12 -0.18 0.063
N 3.68 1.11 0.20 -0.053
N 2.51 1.63 0.42 0.044
C 1.63 0.73 0.25 -0.265
H -0.61 2.41 1.49 0.120
H -1.60 1.91 0.01 0.060
H -0.18 2.75 -0.28 0.064
H -1.68 -0.54 -0.20 0.148
H -0.29 -2.35 -1.37 0.087
H 0.80 -2.24 1.68 -0.164
H 2.17 -2.32 -0.82 0.104
```

- Orbital gap: 8.94 eV
- Relative energy (zero: lowest compared OMol25 entry of this formula, charge and spin): 62.2 kJ/mol
- Total charge: 0
- SMILES: CC1=C[C@H](S)Nn2nnnc21
- Highest occupied orbital energy: -9.06 eV

=====

Entry 7:
Molecular formula: C5H7N5S
Method: DFT, ωB97M-V/def2-TZVPD

XYZ file:
```
18
Properties=species:S:1:pos:R:3:lowdin_charge:R:1
N 1.41 -2.99 0.10 0.256
C 0.87 -1.79 0.11 -0.274
N 1.46 -0.66 -0.36 0.171
C 0.61 0.45 -0.14 -0.435
S 1.15 2.07 -0.22 1.148
C -0.14 3.24 -0.93 -0.135
N -1.20 2.64 -0.79 -0.013
C -1.98 1.91 0.01 0.015
N -1.70 0.78 0.70 0.211
C -0.49 0.00 0.52 -0.152
N -0.33 -1.40 0.69 0.240
H 2.30 -3.13 -0.40 0.174
H 0.85 -3.80 0.35 0.159
H 2.26 -0.68 -0.98 0.195
H 1.15 2.30 -1.47 -0.039
H -2.85 2.40 0.21 0.143
H -2.37 0.52 1.40 0.181
H -1.00 -1.85 1.20 0.155
```

- Orbital gap (spin up / spin down): 6.79 / 6.79 eV
- Relative energy (zero: lowest compared OMol25 entry of this formula, charge and spin): 269.3 kJ/mol
- Total charge: +2
- SMILES: [NH2+]=C1NC2=[SH]#CN=CNC2=[NH+]1
- Highest occupied orbital energy (spin up / spin down): -16.42 / -16.43 eV

=====

Entry 8:
Molecular formula: C5H7NO
Method: DFT, ωB97M-V/def2-TZVPD

XYZ file:
```
14
Properties=species:S:1:pos:R:3:lowdin_charge:R:1
O 1.05 1.71 0.20 0.055
C 1.05 0.61 -0.32 -0.478
C 1.84 -0.54 0.08 0.094
N 0.08 -1.02 0.28 0.051
C -1.03 -0.20 0.97 -0.133
C -1.41 0.49 -0.37 -0.105
C -0.14 -0.13 -0.90 -0.268
H 2.01 -1.35 -0.62 0.095
H 2.76 -0.33 0.66 0.111
H -0.67 0.48 1.73 0.112
H -1.81 -0.85 1.38 0.110
H -1.38 1.58 -0.37 0.110
H -2.34 0.14 -0.83 0.106
H -0.02 -0.60 -1.88 0.140
```

- Orbital gap: 10.07 eV
- Relative energy (zero: lowest compared OMol25 entry of this formula, charge and spin): 383.1 kJ/mol
- Total charge: 0
- SMILES: O=C1CN2CC[C@@H]12
- Highest occupied orbital energy: -9.26 eV

=====

Entry 9:
Molecular formula: C5H7NO
Method: DFT, ωB97M-V/def2-TZVPD

XYZ file:
```
14
Properties=species:S:1:pos:R:3:lowdin_charge:R:1
C 2.31 -0.09 0.20 -0.085
C 0.95 0.54 0.12 -0.112
C -0.17 -0.13 -0.13 -0.356
O -0.14 -1.48 -0.34 0.051
C -1.50 0.57 -0.31 -0.117
C -2.60 -0.08 0.36 -0.235
N -3.48 -0.60 0.86 0.160
H 2.61 -0.20 1.24 0.079
H 3.04 0.54 -0.30 0.071
H 2.29 -1.07 -0.27 0.072
H 0.90 1.61 0.27 0.106
H -1.04 -1.83 -0.38 0.100
H -1.75 0.61 -1.38 0.138
H -1.43 1.60 0.06 0.129
```

- Orbital gap: 9.70 eV
- Relative energy (zero: lowest compared OMol25 entry of this formula, charge and spin): 99.5 kJ/mol
- Total charge: 0
- SMILES: C/C=C(\O)CC#N
- Highest occupied orbital energy: -9.06 eV

=====

Entry 10:
Molecular formula: C5H7NO
Method: DFT, ωB97M-V/def2-TZVPD

XYZ file:
```
14
Properties=species:S:1:pos:R:3:lowdin_charge:R:1
O -2.30 -0.06 -1.71 0.003
C -1.84 0.02 -0.44 -0.137
C -0.72 -0.62 -0.10 -0.249
C 0.68 -0.80 -0.39 -0.161
C 1.40 0.52 -0.06 -0.102
C 0.75 0.42 1.34 -0.155
N 0.10 -0.88 1.01 0.028
H -1.85 -0.84 -2.05 0.103
H -2.45 0.62 0.22 0.125
H 1.14 -1.65 -0.90 0.125
H 1.14 1.39 -0.67 0.104
H 2.49 0.41 -0.02 0.101
H 0.00 1.17 1.60 0.109
H 1.46 0.30 2.16 0.104
```

- Orbital gap: 9.34 eV
- Relative energy (zero: lowest compared OMol25 entry of this formula, charge and spin): 369.9 kJ/mol
- Total charge: 0
- SMILES: O/C=C1\[C@H]2CCN12
- Highest occupied orbital energy: -8.46 eV

=====

Entry 11:
Molecular formula: C5H7NO
Method: DFT, ωB97M-V/def2-TZVPD

XYZ file:
```
14
Properties=species:S:1:pos:R:3:lowdin_charge:R:1
O 2.19 0.98 0.92 0.071
C 1.15 1.45 0.52 -0.219
C 0.36 0.93 -0.65 -0.237
C 0.07 -0.45 -1.06 -0.197
C -0.11 -1.43 0.09 -0.108
C -1.13 -0.42 0.65 -0.157
N -1.03 0.46 -0.56 0.012
H 0.75 2.39 0.95 0.129
H 0.47 1.62 -1.49 0.146
H 0.13 -0.73 -2.10 0.132
H 0.77 -1.69 0.68 0.105
H -0.60 -2.35 -0.26 0.106
H -0.88 0.06 1.60 0.108
H -2.15 -0.81 0.72 0.108
```

- Orbital gap: 10.40 eV
- Relative energy (zero: lowest compared OMol25 entry of this formula, charge and spin): 272.0 kJ/mol
- Total charge: 0
- SMILES: O=C[C@H]1[C@H]2CCN21
- Highest occupied orbital energy: -9.50 eV

=====

Entry 12:
Molecular formula: C5H7NO
Method: DFT, ωB97M-V/def2-TZVPD

XYZ file:
```
14
Properties=species:S:1:pos:R:3:lowdin_charge:R:1
C -0.28 0.62 -1.25 -0.067
C -0.31 -0.70 -1.09 -0.146
N 0.24 -1.38 0.02 -0.055
C -0.68 -0.96 1.23 0.027
C 0.87 -0.50 0.90 -0.294
O 1.34 0.74 0.52 -0.064
C 0.47 1.50 -0.30 -0.190
H -0.84 1.10 -2.06 0.103
H -0.88 -1.36 -1.74 0.110
H -0.88 -1.78 1.93 0.073
H -1.66 -0.62 0.84 0.098
H 1.69 -0.95 1.48 0.153
H -0.18 2.07 0.36 0.125
H 1.10 2.22 -0.84 0.126
```

- Orbital gap: 9.70 eV
- Relative energy (zero: lowest compared OMol25 entry of this formula, charge and spin): 314.6 kJ/mol
- Total charge: 0
- SMILES: C1=CN2C[C@@H]2OC1
- Highest occupied orbital energy: -8.68 eV

=====

Entry 13:
Molecular formula: C5H7NO
Method: DFT, ωB97M-V/def2-TZVPD

XYZ file:
```
14
Properties=species:S:1:pos:R:3:lowdin_charge:R:1
H 1.12 1.86 2.24 0.060
N 0.57 2.14 1.43 0.154
C -0.20 1.19 1.09 -0.463
C -0.65 1.00 -0.29 0.020
C -0.44 -0.30 -0.51 -0.242
C 0.43 -0.79 -1.62 -0.037
C -0.52 -1.02 0.82 -0.125
O -0.36 0.02 1.79 -0.019
H -0.56 1.80 -1.02 0.124
H 0.52 -1.88 -1.71 0.078
H 0.20 -0.34 -2.59 0.085
H 1.42 -0.41 -1.32 0.103
H 0.27 -1.77 0.95 0.131
H -1.49 -1.51 0.97 0.132
```

- Orbital gap: 9.81 eV
- Relative energy (zero: lowest compared OMol25 entry of this formula, charge and spin): 176.9 kJ/mol
- Total charge: 0
- SMILES: [H]/N=C1/C=C(C)CO1
- Highest occupied orbital energy: -9.11 eV

=====

Entry 14:
Molecular formula: C5H7NO
Method: DFT, ωB97M-V/def2-TZVPD

XYZ file:
```
14
Properties=species:S:1:pos:R:3:lowdin_charge:R:1
H -3.49 -0.64 1.19 0.065
N -2.55 -0.67 0.74 0.090
C -2.14 0.22 -0.03 -0.380
O -1.01 0.72 -0.48 -0.020
C 0.43 0.64 -0.21 -0.250
C 1.10 0.12 1.04 -0.032
C 1.94 -0.65 0.36 -0.070
C 1.34 -0.37 -1.01 -0.108
H -2.85 0.92 -0.43 0.112
H 0.72 1.68 -0.52 0.158
H 0.85 0.43 2.11 0.132
H 2.71 -1.37 0.51 0.092
H 2.09 0.10 -1.66 0.106
H 0.87 -1.14 -1.61 0.104
```

- Orbital gap: 10.29 eV
- Relative energy (zero: lowest compared OMol25 entry of this formula, charge and spin): 359.2 kJ/mol
- Total charge: 0
- SMILES: [H]/N=C/O[C@H]1C=CC1
- Highest occupied orbital energy: -9.27 eV

=====

Entry 15:
Molecular formula: C5H7NO
Method: DFT, ωB97M-V/def2-TZVPD

XYZ file:
```
14
Properties=species:S:1:pos:R:3:lowdin_charge:R:1
C 2.47 1.31 0.29 0.113
C 1.88 0.27 0.13 -0.155
C 1.11 -0.96 -0.09 -0.188
C -0.34 -0.89 0.40 -0.195
N -0.95 0.40 0.14 0.016
C -2.27 0.58 0.41 -0.367
O -3.03 -0.32 0.70 0.014
H 3.03 2.21 0.43 0.028
H 1.60 -1.79 0.43 0.119
H 1.15 -1.20 -1.16 0.120
H -0.93 -1.66 -0.10 0.124
H -0.38 -1.12 1.47 0.128
H -0.34 1.20 0.11 0.113
H -2.58 1.64 0.34 0.130
```

- Orbital gap: 10.66 eV
- Relative energy (zero: lowest compared OMol25 entry of this formula, charge and spin): 170.3 kJ/mol
- Total charge: 0
- SMILES: C#CCCNC=O
- Highest occupied orbital energy: -9.82 eV

=====

Entry 16:
Molecular formula: C5H7NO
Method: DFT, ωB97M-V/def2-TZVPD

XYZ file:
```
14
Properties=species:S:1:pos:R:3:lowdin_charge:R:1
C -1.24 -1.18 0.29 -0.062
C -0.51 0.17 0.18 -0.357
C -1.34 1.13 -0.57 -0.199
N -1.99 1.87 -1.17 0.151
C 0.88 0.03 -0.47 -0.122
C 1.98 0.67 0.34 -0.240
O 1.81 1.21 1.41 0.056
H -2.22 -1.05 0.77 0.086
H -0.64 -1.86 0.90 0.086
H -1.39 -1.63 -0.69 0.089
H -0.37 0.59 1.18 0.136
H 1.14 -1.03 -0.59 0.124
H 0.91 0.45 -1.49 0.128
H 3.00 0.61 -0.10 0.125
```

- Orbital gap: 11.24 eV
- Relative energy (zero: lowest compared OMol25 entry of this formula, charge and spin): 76.6 kJ/mol
- Total charge: 0
- SMILES: C[C@H](C#N)CC=O
- Highest occupied orbital energy: -10.49 eV